This record from the Open Molecules 2025 dataset describes a structure of composition C3H8N2O2. The level of theory is the ωB97M-V functional and the def2-TZVPD basis.

<S²>	0.7571
DFT total energy	-379.03798	Ha
energy above the lowest of the compared OMol25 structures with the same formula, charge and spin	1.720	eV
HOMO-LUMO gap (spin up / spin down)	3.8 / 8.3	eV
lowest unoccupied orbital energy (spin up / spin down)	4.378 / 4.149	eV

Geometry as ORCA input:
```
! RIJCOSX wB97M-V def2-TZVPD def2/J DEFGRID3
* xyz -1 2
H -0.201 -0.775 1.124
O -0.280 -1.278 2.217
N 0.053 -0.203 0.002
H -1.192 -1.470 2.452
C 1.286 -0.533 -0.502
C -0.674 0.294 -1.060
C 1.414 -0.190 -1.801
N 0.185 0.334 -2.214
H -0.114 0.705 -3.101
H -1.665 0.682 -1.190
H 2.231 -0.421 -2.466
H 2.037 -1.029 0.087
O -1.248 1.605 1.973
H -0.379 1.239 1.739
H -1.452 1.041 2.739
*
```

natural (NBO) population analysis, charges in e, atoms 1 to 8: atom 1 (H): 0.47, atom 2 (O): -1.13, atom 3 (N): -0.63, atom 4 (H): 0.43, atom 5 (C): -0.07, atom 6 (C): -0.13, atom 7 (C): -0.21, atom 8 (N): -0.63

---

This record from the Open Molecules 2025 dataset describes a structure of composition C6H7ClNO. The level of theory is the ωB97M-V functional and the def2-TZVPD basis.

DFT total energy	-822.59379	Ha
energy above the lowest of the compared OMol25 structures with the same formula, charge and spin	3.542	eV
HOMO-LUMO gap	7.8	eV
lowest unoccupied orbital energy	-6.411	eV

Geometry as ORCA input:
```
! RIJCOSX wB97M-V def2-TZVPD def2/J DEFGRID3
* xyz 1 1
C -1.303 -1.686 -0.096
C -1.802 -0.434 -0.210
C -0.216 0.024 -0.096
C 0.683 1.311 -0.011
C -0.160 2.642 -0.057
C 1.318 -1.873 0.257
N 0.128 -1.208 0.008
O 1.861 1.273 0.052
Cl -3.309 0.291 -0.382
H -1.424 -2.784 -0.091
H 0.643 3.263 0.334
H -1.084 2.638 0.543
H -0.405 2.668 -1.126
H 2.258 -1.310 -0.164
H 1.356 -2.873 -0.205
H 1.457 -1.941 1.244
*
```

natural (NBO) population analysis, charges in e, atoms 1 to 8: atom 1 (C): -0.03, atom 2 (C): -0.09, atom 3 (C): 0.37, atom 4 (C): 0.54, atom 5 (C): -0.71, atom 6 (C): -0.45, atom 7 (N): -0.23, atom 8 (O): -0.43

---

This record from the Open Molecules 2025 dataset describes an isolated molecule of C8H8O. The level of theory is the ωB97M-V functional and the def2-TZVPD basis.

DFT total energy	-384.67658	Ha
energy above the lowest of the compared OMol25 structures with the same formula, charge and spin	4.540	eV
HOMO-LUMO gap (spin up / spin down)	7.6 / 7.6	eV
lowest unoccupied orbital energy (spin up / spin down)	0.724 / 0.724	eV

Geometry as ORCA input:
```
! RIJCOSX wB97M-V def2-TZVPD def2/J DEFGRID3
* xyz 0 1
C 0.234 -1.663 0.817
C -0.381 -0.385 0.998
C 1.949 -0.482 -0.577
C 1.398 -1.675 0.159
C 0.174 0.933 1.418
C -1.001 0.716 0.592
C 2.142 0.807 0.191
C -1.966 1.383 -0.282
O 3.031 1.593 0.143
H -0.201 -2.557 1.244
H 2.888 -0.747 -1.076
H 1.216 -0.187 -1.342
H 1.951 -2.598 0.056
H 0.338 1.351 2.386
H -2.151 2.401 0.060
H -2.905 0.835 -0.330
H -1.541 1.432 -1.286
*
```

natural (NBO) population analysis, charges in e, atoms 1 to 8: atom 1 (C): -0.24, atom 2 (C): -0.02, atom 3 (C): -0.61, atom 4 (C): -0.14, atom 5 (C): -0.25, atom 6 (C): 0.06, atom 7 (C): 0.57, atom 8 (C): -0.66

---

This record from the Open Molecules 2025 dataset describes a structure of composition C38H52ClNP2PdSi. The level of theory is the ωB97M-V functional and the def2-TZVPD basis.

DFT total energy	-3094.19912	Ha
energy above the lowest of the compared OMol25 structures with the same formula, charge and spin	1.933	eV
HOMO-LUMO gap (spin up / spin down)	5.8 / 5.8	eV
lowest unoccupied orbital energy (spin up / spin down)	0.021 / 0.021	eV

Geometry as ORCA input:
```
! RIJCOSX wB97M-V def2-TZVPD def2/J DEFGRID3
* xyz 0 1
Pd 1.030 0.071 0.179
Cl 0.706 -0.138 3.181
C 1.229 1.488 3.519
C 1.581 1.753 4.834
C 1.985 3.027 5.194
C 2.021 4.032 4.241
C 1.669 3.752 2.931
C 1.280 2.472 2.530
P 0.798 2.145 0.801
C -0.926 2.088 0.727
C -1.496 1.386 -0.486
C -2.889 1.900 -0.696
C -3.640 2.403 0.310
C -3.116 2.619 1.623
C -1.759 2.523 1.773
C 1.481 3.562 -0.120
C 0.592 4.307 -0.891
C 1.046 5.398 -1.623
C 2.384 5.759 -1.573
C 3.272 5.029 -0.792
C 2.824 3.933 -0.073
H 1.529 0.956 5.564
H 2.259 3.231 6.221
H 2.318 5.036 4.513
H 1.689 4.549 2.200
H -0.908 1.650 -1.376
H -3.286 1.886 -1.704
H -4.662 2.710 0.096
H -3.748 2.982 2.422
H -1.302 2.833 2.710
H -0.457 4.032 -0.894
H 0.349 5.971 -2.221
H 2.737 6.613 -2.138
H 4.317 5.312 -0.745
H 3.525 3.372 0.534
C 3.988 1.142 -1.434
Si 3.322 0.216 0.068
C 4.190 0.783 1.640
C 3.892 -1.559 -0.273
C 4.883 -2.169 0.501
C 5.374 -3.431 0.187
C 4.882 -4.116 -0.916
C 3.903 -3.525 -1.707
C 3.422 -2.265 -1.384
H 5.073 1.265 -1.351
H 3.544 2.120 -1.612
H 3.801 0.533 -2.324
H 5.278 0.813 1.519
H 3.958 0.112 2.473
H 3.867 1.783 1.939
H 5.282 -1.658 1.371
H 6.143 -3.879 0.805
H 5.262 -5.100 -1.162
H 3.521 -4.045 -2.577
H 2.675 -1.806 -2.027
C -3.841 -0.758 1.401
C -3.131 -1.983 0.810
C -4.158 -3.098 0.571
C -2.156 -2.459 1.898
P -2.127 -1.412 -0.682
N -1.268 -0.118 -0.368
C -0.859 -2.755 -1.100
C -0.215 -2.373 -2.442
C 0.286 -2.807 -0.080
C -1.377 -4.200 -1.179
C -3.295 -1.272 -2.180
C -4.642 -0.626 -1.794
C -3.676 -2.608 -2.839
C -2.605 -0.384 -3.245
H -4.299 -1.060 2.348
H -4.630 -0.366 0.766
H -3.137 0.049 1.607
H -4.560 -3.401 1.543
H -3.733 -3.986 0.108
H -5.003 -2.772 -0.031
H -2.701 -2.496 2.845
H -1.323 -1.765 2.023
H -1.775 -3.461 1.708
H 0.200 -1.365 -2.404
H -0.908 -2.424 -3.276
H 0.594 -3.079 -2.651
H 0.631 -1.816 0.222
H 1.134 -3.344 -0.501
H 0.005 -3.290 0.850
H -2.164 -4.350 -1.910
H -1.728 -4.559 -0.214
H -0.535 -4.837 -1.468
H -5.282 -1.314 -1.248
H -5.162 -0.375 -2.722
H -4.531 0.285 -1.216
H -4.136 -3.306 -2.139
H -2.840 -3.103 -3.327
H -4.417 -2.394 -3.615
H -1.868 0.292 -2.818
H -3.356 0.220 -3.758
H -2.105 -0.986 -4.002
*
```

Mulliken population analysis, charges in e, atoms 1 to 8: atom 1 (Pd): -0.23, atom 2 (Cl): -0.24, atom 3 (C): 1.19, atom 4 (C): -0.75, atom 5 (C): -0.56, atom 6 (C): -0.83, atom 7 (C): -0.50, atom 8 (C): -0.43

---

This record from the Open Molecules 2025 dataset describes an isolated molecule of C4H8N2O. The level of theory is the ωB97M-V functional and the def2-TZVPD basis.

structure (SMILES)	O/N=C\[C@H]1CCN1
DFT total energy	-341.69877	Ha
energy above the lowest of the compared OMol25 structures with the same formula, charge and spin	8.296	eV
HOMO-LUMO gap	10.3	eV
lowest unoccupied orbital energy	0.692	eV

Geometry as ORCA input:
```
! RIJCOSX wB97M-V def2-TZVPD def2/J DEFGRID3
* xyz 0 1
O -2.113 -0.836 -0.510
N -2.045 0.337 0.338
C -0.975 1.011 0.191
C 0.278 0.346 -0.252
C 1.794 0.813 -0.345
C 2.192 -0.686 0.008
N 0.497 -0.826 0.637
H -1.139 -1.149 -0.087
H -0.732 2.145 0.307
H 0.098 0.020 -1.369
H 2.079 1.384 -1.256
H 2.003 1.475 0.670
H 3.156 -0.940 0.626
H 2.147 -1.568 -0.915
H 0.400 -0.166 1.674
*
```

natural (NBO) population analysis, charges in e, atoms 1 to 8: atom 1 (O): -0.58, atom 2 (N): -0.12, atom 3 (C): 0.01, atom 4 (C): -0.18, atom 5 (C): -0.43, atom 6 (C): -0.21, atom 7 (N): -0.64, atom 8 (H): 0.49

---

This record from the Open Molecules 2025 dataset describes a cluster of 13 separate species, C52H139N9O13 in total. The level of theory is the ωB97M-V functional and the def2-TZVPD basis.

DFT total energy	-3535.17414	Ha
energy above the lowest of the compared OMol25 structures with the same formula, charge and spin	3.654	eV
HOMO-LUMO gap	9.5	eV
lowest unoccupied orbital energy	0.568	eV

Geometry as ORCA input:
```
! RIJCOSX wB97M-V def2-TZVPD def2/J DEFGRID3
* xyz 0 1
C 2.651 -6.914 3.426
C 3.572 -6.389 2.337
C 3.601 -4.855 2.406
O 2.327 -4.435 1.994
C 2.264 -3.153 1.496
N 4.969 -6.825 2.566
H 3.068 -6.869 4.423
H 2.226 -7.970 3.273
H 1.692 -6.332 3.405
H 3.146 -6.657 1.373
H 4.316 -4.469 1.703
H 3.718 -4.381 3.409
H 1.278 -3.104 1.105
H 3.017 -2.981 0.789
H 2.428 -2.474 2.337
H 5.050 -7.713 3.132
H 5.571 -7.019 1.769
C -1.313 7.500 2.009
C -1.471 7.273 3.530
C -1.793 5.767 3.712
O -0.722 5.042 3.189
C -1.058 3.594 3.213
N -0.267 7.674 4.280
H -2.170 6.973 1.583
H -0.481 7.001 1.548
H -1.326 8.632 1.771
H -2.325 7.958 3.790
H -2.801 5.608 3.246
H -1.919 5.517 4.719
H -0.134 3.063 2.911
H -1.796 3.463 2.469
H -1.355 3.272 4.145
H -0.465 7.524 5.267
H 0.520 7.099 4.015
C 3.051 1.650 0.883
C 2.979 0.362 1.659
C 4.147 0.085 2.579
O 5.324 -0.088 1.742
C 6.384 -0.773 2.355
N 1.676 0.378 2.418
H 3.162 2.476 1.648
H 2.180 1.682 0.184
H 3.882 1.761 0.228
H 2.891 -0.452 0.916
H 3.945 -0.703 3.288
H 4.274 0.971 3.226
H 7.020 -0.184 2.960
H 7.080 -1.118 1.536
H 6.069 -1.636 2.965
H 1.601 -0.515 2.992
H 1.690 1.190 3.000
C 0.385 -4.027 6.417
C 0.623 -3.329 5.128
C -0.687 -2.710 4.669
O -1.568 -3.762 4.313
C -1.290 -4.178 2.992
N 1.745 -2.255 5.204
H -0.552 -4.541 6.314
H 0.259 -3.311 7.207
H 1.103 -4.698 6.805
H 0.917 -4.062 4.378
H -0.440 -2.078 3.849
H -1.213 -2.099 5.408
H -0.256 -4.368 2.835
H -1.568 -3.372 2.307
H -1.870 -5.100 2.797
H 2.644 -2.826 5.272
H 1.606 -1.695 6.019
C 2.996 6.018 -1.199
C 1.928 5.999 -0.118
C 0.704 5.384 -0.666
O 0.870 4.000 -0.918
C -0.124 3.513 -1.822
N 2.388 5.288 1.125
H 2.589 6.334 -2.115
H 3.251 4.950 -1.417
H 3.846 6.613 -0.950
H 1.627 7.105 0.051
H 0.414 5.855 -1.616
H -0.153 5.536 0.001
H -0.275 2.425 -1.644
H 0.237 3.645 -2.806
H -1.061 4.011 -1.748
H 1.582 4.938 1.605
H 3.008 4.544 0.845
C -5.512 2.387 1.555
C -5.247 2.256 3.050
C -4.536 0.931 3.234
O -4.229 0.717 4.628
C -3.015 -0.050 4.741
N -4.342 3.328 3.476
H -6.205 1.649 1.276
H -4.636 2.224 0.959
H -5.966 3.310 1.226
H -6.247 2.175 3.524
H -3.611 0.975 2.638
H -5.131 0.113 2.797
H -2.592 0.205 5.708
H -2.200 0.260 4.033
H -3.268 -1.123 4.546
H -4.706 4.260 3.231
H -4.109 3.279 4.445
C -5.072 -1.202 -2.145
C -5.006 -2.450 -1.319
C -5.247 -2.088 0.221
O -4.952 -3.289 0.943
C -4.291 -3.123 2.180
N -5.767 -3.554 -1.907
H -4.406 -0.462 -1.651
H -6.033 -0.793 -2.222
H -4.619 -1.436 -3.091
H -3.990 -2.820 -1.305
H -6.308 -1.861 0.426
H -4.643 -1.203 0.502
H -3.645 -2.231 2.095
H -3.674 -4.027 2.273
H -4.970 -2.777 3.033
H -6.756 -3.447 -1.932
H -5.602 -4.416 -1.466
C -2.312 1.035 0.159
C -1.538 -0.269 -0.064
C -0.181 -0.096 -0.812
O -0.456 0.131 -2.196
C 0.715 0.103 -2.942
N -1.270 -0.980 1.185
H -3.183 0.759 0.789
H -2.542 1.530 -0.722
H -1.674 1.726 0.685
H -2.075 -0.969 -0.732
H 0.410 -1.023 -0.692
H 0.425 0.718 -0.461
H 1.408 -0.609 -2.573
H 1.311 1.038 -3.019
H 0.463 -0.130 -4.009
H -0.459 -0.497 1.655
H -2.140 -1.092 1.688
C 5.473 -0.969 -1.552
C 4.793 -0.506 -2.876
C 4.767 0.982 -3.000
O 3.839 1.298 -3.977
C 3.610 2.696 -4.145
N 5.311 -1.258 -4.017
H 5.556 -2.093 -1.501
H 4.998 -0.605 -0.608
H 6.527 -0.646 -1.504
H 3.789 -0.926 -2.787
H 5.798 1.385 -3.193
H 4.393 1.574 -2.141
H 3.152 3.147 -3.223
H 2.872 2.752 -4.971
H 4.526 3.211 -4.469
H 6.276 -0.998 -4.264
H 4.841 -0.879 -4.866
C -0.366 -3.917 -0.994
C -0.685 -5.366 -0.661
O -2.066 -5.458 -0.258
C -2.746 -6.634 -0.574
C -3.753 -6.827 0.573
H -0.778 -3.249 -0.178
H 0.717 -3.804 -1.035
H -0.773 -3.544 -1.919
H -0.532 -6.115 -1.438
H -0.048 -5.623 0.260
H -3.322 -6.523 -1.509
H -2.037 -7.529 -0.615
H -4.374 -5.912 0.699
H -3.149 -6.865 1.455
H -4.257 -7.759 0.371
C 0.804 3.783 -8.141
C 0.636 4.187 -6.680
O -0.425 5.139 -6.605
C -1.020 5.314 -5.353
C -2.419 5.844 -5.551
H -0.084 3.234 -8.458
H 0.884 4.674 -8.702
H 1.657 3.174 -8.242
H 0.420 3.310 -6.000
H 1.500 4.650 -6.204
H -1.058 4.404 -4.781
H -0.429 5.983 -4.702
H -2.960 5.130 -6.134
H -2.316 6.694 -6.209
H -3.020 6.145 -4.642
C -3.451 4.731 -0.700
C -4.152 4.125 -1.939
O -3.213 3.376 -2.697
C -3.967 2.356 -3.435
C -2.845 1.546 -4.186
H -2.543 5.314 -0.910
H -4.155 5.394 -0.294
H -3.133 3.912 -0.054
H -4.974 3.534 -1.547
H -4.534 4.922 -2.572
H -4.462 1.702 -2.715
H -4.705 2.861 -4.046
H -2.581 2.130 -5.040
H -2.990 0.500 -4.538
H -1.975 1.432 -3.533
C 4.570 -5.959 -0.885
C 4.810 -5.251 -2.229
O 3.609 -4.906 -2.793
C 3.729 -4.297 -4.019
C 2.340 -3.944 -4.474
H 3.723 -5.450 -0.460
H 4.247 -6.957 -0.926
H 5.326 -5.744 -0.192
H 5.360 -4.354 -2.151
H 5.418 -5.952 -2.821
H 4.451 -3.458 -3.995
H 4.173 -5.001 -4.780
H 1.971 -2.972 -4.145
H 1.666 -4.744 -4.148
H 2.367 -3.896 -5.540
*
```

Mulliken population analysis, charges in e, atoms 1 to 8: atom 1 (C): -1.23, atom 2 (C): 1.10, atom 3 (C): -0.96, atom 4 (O): 0.03, atom 5 (C): -0.57, atom 6 (N): -0.63, atom 7 (H): 0.45, atom 8 (H): 0.31

---

This record from the Open Molecules 2025 dataset describes a cluster of 2 separate species, C5H13N3O2S in total. The level of theory is the ωB97M-V functional and the def2-TZVPD basis.

DFT total energy	-911.12248	Ha
energy above the lowest of the compared OMol25 structures with the same formula, charge and spin	1.039	eV
HOMO-LUMO gap	9.2	eV
lowest unoccupied orbital energy	0.496	eV

Geometry as ORCA input:
```
! RIJCOSX wB97M-V def2-TZVPD def2/J DEFGRID3
* xyz 0 1
C -2.236 1.211 -0.407
C -3.279 -2.198 0.517
C 1.681 1.761 0.709
C 3.203 -0.232 0.575
C -2.686 0.068 0.366
N -1.476 1.975 0.203
N -2.994 -0.993 -0.217
N 1.924 0.436 0.298
O 0.341 -0.101 -1.490
O 0.753 -1.877 0.185
S 0.409 -0.449 0.140
H -2.532 1.268 -1.478
H -2.438 -3.048 0.213
H -3.356 -2.228 1.557
H -4.145 -2.601 0.039
H 2.083 2.608 0.101
H 0.620 1.873 0.748
H 2.059 1.818 1.709
H 3.685 0.415 1.389
H 3.209 -1.258 0.876
H 3.803 -0.224 -0.382
H -2.626 0.078 1.468
H -1.023 2.660 -0.498
H -0.252 -0.631 -1.997
*
```

natural (NBO) population analysis, charges in e, atoms 1 to 8: atom 1 (C): 0.08, atom 2 (C): -0.44, atom 3 (C): -0.42, atom 4 (C): -0.42, atom 5 (C): 0.04, atom 6 (N): -0.60, atom 7 (N): -0.38, atom 8 (N): -0.64

---

This record from the Open Molecules 2025 dataset describes a structure of composition C14H27CrFN3O8S. The level of theory is the ωB97M-V functional and the def2-TZVPD basis.

<S²>	6.0120
DFT total energy	-2858.27991	Ha
HOMO-LUMO gap (spin up / spin down)	5.3 / 5.3	eV
lowest unoccupied orbital energy (spin up / spin down)	1.457 / 1.431	eV

Geometry as ORCA input:
```
! RIJCOSX wB97M-V def2-TZVPD def2/J DEFGRID3
* xyz -1 5
Cr 0.256 -1.962 -0.064
F 0.388 -0.113 -0.983
S 0.149 -3.906 -2.655
O 1.578 -3.969 -2.631
O -0.213 -2.783 -1.755
O -0.273 -3.842 -4.051
O -0.374 -5.151 -2.157
C -3.205 -1.807 -1.125
C -2.871 -0.934 0.025
C -4.084 -0.564 0.883
O -4.600 -1.731 1.477
C -5.646 -1.552 2.380
N -1.785 -1.570 0.715
H -3.173 -2.896 -1.135
H -2.544 -1.636 -1.975
H -4.243 -1.576 -1.362
H -2.534 0.036 -0.342
H -4.836 -0.020 0.312
H -3.758 0.049 1.724
H -5.332 -1.024 3.280
H -6.014 -2.536 2.667
H -6.399 -1.013 1.805
H -2.312 -2.263 1.229
H -1.488 -0.989 1.486
C 3.558 -0.829 -2.108
C 3.498 -1.568 -0.700
C 3.538 -0.638 0.489
O 4.681 0.095 0.356
C 5.546 0.023 1.455
N 2.266 -2.418 -0.561
H 2.898 -1.365 -2.791
H 4.558 -0.988 -2.513
H 3.177 0.173 -1.913
H 4.241 -2.358 -0.595
H 3.433 -1.013 1.507
H 2.673 0.026 0.488
H 6.419 0.665 1.339
H 5.950 -0.971 1.650
H 5.112 0.230 2.433
H 2.555 -3.063 0.161
H 2.333 -3.042 -1.353
C -0.437 2.869 -0.864
C -0.304 4.135 -1.408
C -0.281 5.231 -0.509
C -0.162 5.080 0.871
C -0.249 3.731 1.368
C -0.467 2.691 0.514
N 0.150 6.147 1.872
O 1.057 6.914 1.593
O -0.443 6.132 2.951
H -0.684 1.980 -1.426
H -0.347 4.418 -2.449
H -0.245 6.209 -0.966
H -0.197 3.563 2.433
H -0.514 1.694 0.928
*
```

natural (NBO) population analysis, charges in e, atoms 1 to 8: atom 1 (Cr): 1.39, atom 2 (F): -0.86, atom 3 (S): 2.63, atom 4 (O): -1.12, atom 5 (O): -1.12, atom 6 (O): -1.05, atom 7 (O): -1.09, atom 8 (C): -0.65